This record from the OMol25 dataset describes a cluster of 8 separate species, C36H85BCl2FIN2O12PS9 in total. The level of theory is wB97M-V/def2-TZVPD.

The calculation puts the calculated total energy at -7702.51107 Ha. The calculation puts the LUMO energy at -1.539 eV. The energy relative to the best compared isomer or geometry (same formula, charge and spin) comes out at 0.0 kcal per mole. The orbital gap is 8.61 eV. As for the total charge: +1.

Each line ends with the Mulliken charge.
Cartesian coordinates (Å):
C1 2.139 -0.539 3.752  -1.448
C2 1.102 -1.547 3.164  0.702
C3 0.038 -0.754 2.406  -0.039
F1 -1.147 -0.900 3.168  -0.515
C4 -0.188 -1.150 0.935  0.030
P1 -0.755 -3.011 0.761  0.136
O1 -2.208 -3.003 -0.015  -0.408
Cl1 -1.266 -3.749 2.647  -0.293
C5 1.176 -1.279 0.183  -2.753
C6 1.682 -0.063 -0.661  2.305
C7 2.598 -0.714 -1.758  -2.110
C8 3.577 0.116 -2.615  -1.205
C9 3.295 1.585 -2.961  -1.033
I1 5.114 2.576 -3.598  0.053
C10 2.378 0.912 0.310  0.409
C11 3.888 0.802 0.558  -1.553
C12 4.480 -0.573 0.911  -0.056
C13 5.945 -0.618 0.391  -0.385
S1 6.354 -2.390 0.287  1.174
O2 6.035 -2.862 -1.012  -0.573
O3 5.656 -3.109 1.297  -0.502
Cl2 8.351 -2.636 0.635  -0.255
C14 0.522 0.627 -1.441  -1.639
C15 -0.934 0.114 -1.204  2.062
C16 -1.376 -0.953 -2.195  -0.876
C17 -0.496 -2.146 -2.516  -1.053
O4 0.034 -2.237 -3.562  -0.516
C18 -1.716 1.424 -1.614  -2.003
C19 -3.158 1.287 -2.147  -0.842
C20 -3.251 1.576 -3.659  -0.848
S2 -4.823 1.042 -4.405  -0.221
N1 -1.054 -0.082 0.278  1.069
B1 -2.449 0.118 0.901  0.183
O5 -2.475 1.117 1.843  -0.318
N2 -3.672 -0.563 0.567  -0.227
C21 -4.093 -1.458 1.696  -0.979
C22 -4.815 0.415 0.472  -1.028
H1 2.559 -0.953 4.668  0.471
H2 1.612 0.373 4.049  0.311
H3 2.884 -0.225 3.029  0.150
H4 0.700 -2.042 4.044  0.789
H5 1.592 -2.331 2.569  -0.926
H6 0.211 0.327 2.453  1.082
H7 -2.135 -3.698 -0.685  0.491
H8 1.163 -2.132 -0.502  0.680
H9 1.991 -1.517 0.858  -0.071
H10 3.144 -1.572 -1.358  0.337
H11 1.892 -1.163 -2.459  0.649
H12 3.697 -0.406 -3.566  0.651
H13 4.568 0.066 -2.165  0.018
H14 2.773 2.188 -2.225  0.318
H15 2.675 1.602 -3.857  0.556
H16 1.897 0.796 1.289  -0.364
H17 2.181 1.949 0.057  0.016
H18 4.456 1.240 -0.264  0.636
H19 4.105 1.466 1.399  0.516
H20 3.993 -1.446 0.480  -0.324
H21 4.572 -0.767 1.977  0.572
H22 6.049 -0.225 -0.616  0.454
H23 6.633 -0.175 1.106  -0.091
H24 0.582 1.701 -1.242  1.036
H25 0.650 0.555 -2.524  0.946
H26 -1.492 -0.472 -3.165  0.335
H27 -2.377 -1.326 -1.955  0.774
H28 -0.363 -3.032 -1.862  0.406
H29 -1.169 1.854 -2.455  0.822
H30 -1.603 2.193 -0.842  0.434
H31 -3.670 0.351 -1.940  0.238
H32 -3.761 2.068 -1.682  0.379
H33 -2.433 1.120 -4.220  0.323
H34 -3.181 2.652 -3.820  0.506
H35 -5.289 0.128 -3.528  0.125
H36 -0.568 0.767 0.610  1.161
H37 -2.728 0.766 2.709  0.375
H38 -4.245 -0.906 2.631  0.487
H39 -5.037 -1.906 1.390  0.315
H40 -3.383 -2.258 1.889  0.147
H41 -5.382 0.101 -0.411  0.251
H42 -5.503 0.333 1.307  0.460
H43 -4.485 1.431 0.267  0.321
C23 2.438 -5.558 4.107  -1.131
S3 3.232 -4.629 2.790  0.591
O6 2.139 -4.031 1.961  -0.505
C24 3.859 -6.048 1.891  -1.109
H44 1.942 -4.851 4.771  0.308
H45 1.700 -6.242 3.687  0.328
H46 3.193 -6.111 4.666  0.438
H47 3.032 -6.700 1.609  0.376
H48 4.572 -6.585 2.515  0.444
H49 4.361 -5.685 0.996  0.308
C25 2.858 5.157 1.731  -0.692
S4 1.235 4.434 1.555  0.549
O7 1.236 3.643 0.278  -0.632
C26 0.354 5.962 1.223  -1.136
H50 3.571 4.351 1.909  -0.022
H51 3.128 5.690 0.822  0.314
H52 2.859 5.837 2.583  0.462
H53 0.776 6.445 0.342  0.324
H54 0.433 6.619 2.089  0.422
H55 -0.693 5.722 1.044  0.345
C27 3.492 -6.323 -4.979  -0.929
S5 2.357 -6.153 -3.596  0.591
O8 1.594 -7.423 -3.489  -0.669
C28 1.278 -4.947 -4.381  -0.752
H56 4.237 -7.070 -4.715  0.325
H57 2.948 -6.648 -5.866  0.304
H58 3.986 -5.368 -5.164  0.328
H59 0.873 -5.358 -5.306  0.452
H60 1.837 -4.035 -4.585  0.311
H61 0.464 -4.724 -3.698  0.032
C29 6.412 6.160 -3.678  -0.873
S6 6.211 7.620 -2.651  0.427
O9 5.326 7.246 -1.516  -0.552
C30 5.207 8.539 -3.825  -0.939
H62 6.988 5.424 -3.120  0.316
H63 5.438 5.742 -3.932  0.206
H64 6.954 6.435 -4.582  0.403
H65 4.307 7.972 -4.065  0.291
H66 5.787 8.730 -4.728  0.363
H67 4.930 9.486 -3.366  0.319
C31 -9.845 0.153 2.833  -1.033
S7 -9.118 -0.200 1.233  0.392
O10 -7.672 -0.504 1.464  -0.551
C32 -9.211 1.484 0.606  -1.030
H68 -9.849 -0.768 3.412  0.326
H69 -9.251 0.909 3.348  0.379
H70 -10.868 0.497 2.696  0.375
H71 -8.662 2.157 1.265  0.388
H72 -10.256 1.788 0.542  0.357
H73 -8.766 1.503 -0.388  0.325
C33 5.831 2.883 5.550  -0.983
S8 6.334 2.783 3.829  0.336
O11 5.090 2.640 3.017  -0.504
C34 7.089 1.156 3.947  -0.871
H74 5.297 3.820 5.693  0.332
H75 5.173 2.047 5.793  0.260
H76 6.714 2.868 6.188  0.410
H77 6.352 0.429 4.293  0.264
H78 7.933 1.196 4.635  0.479
H79 7.443 0.874 2.958  0.142
C35 -13.176 -2.827 -0.497  -1.018
S9 -11.926 -1.546 -0.340  0.596
O12 -11.992 -1.042 1.060  -0.571
C36 -12.761 -0.337 -1.377  -0.926
H80 -12.871 -3.673 0.115  0.331
H81 -14.137 -2.451 -0.146  0.310
H82 -13.247 -3.138 -1.539  0.378
H83 -13.749 -0.121 -0.970  0.316
H84 -12.845 -0.726 -2.392  0.387
H85 -12.163 0.573 -1.386  0.265